[1]
# C27H70N2O9

A structure of composition C27H70N2O9 (ωB97M-V/def2-TZVPD, the Open Molecules 2025 dataset).

The calculation puts the electronic energy at -50517.9773 eV. As for the multiplicity: 1. The HOMO-LUMO gap is 8.204 eV. The HOMO energy comes out at -0.2830 Eh.

Positions of all 108 atoms, in Å:
C  -0.9555  -3.7370  1.9761
C  -0.7015  -2.5138  2.8972
C  0.6026  -1.8416  2.6286
C  0.7151  -1.0932  1.3281
C  -0.4476  -0.1105  1.1619
C  -1.9269  -0.6627  1.6287
N  -1.7722  -1.4976  2.8604
O  -2.9360  -1.9215  3.3666
C  -2.7727  0.6237  1.9804
C  -2.5712  -1.3585  0.4939
C  -0.5964  -3.0048  4.3579
H  -0.7348  -3.4359  0.9520
H  -1.9669  -4.1263  2.0917
H  -0.3657  -4.6340  2.1648
H  0.9210  -1.2239  3.4683
H  1.4170  -2.5661  2.6348
H  0.7534  -1.7715  0.4757
H  1.6302  -0.5014  1.3031
H  -0.3669  0.2756  0.1457
H  -0.2461  0.7898  1.7425
H  -2.2640  1.0724  2.8336
H  -2.7387  1.3442  1.1632
H  -3.7399  0.2306  2.2937
H  -1.8625  -1.9408  -0.0949
H  -3.2726  -2.0568  0.9505
H  -3.1385  -0.7203  -0.1836
H  0.2697  -3.6468  4.5189
H  -1.4411  -3.6119  4.6837
H  -0.5532  -2.1621  5.0479
H  -2.9983  -1.4098  4.1765
C  -3.2204  2.3589  -5.0565
C  -2.5460  3.0326  -3.7928
C  -3.6588  2.9515  -2.6912
C  -3.2560  3.3129  -1.2178
C  -2.0777  2.3791  -0.9225
C  -0.8855  2.3997  -1.9210
N  -1.4771  2.1711  -3.3099
O  -0.4885  2.0268  -4.2852
C  -0.1608  3.7144  -1.7707
C  0.0584  1.2943  -1.6063
C  -2.2755  4.5096  -4.1988
H  -3.3189  1.2822  -4.9177
H  -2.5467  2.5288  -5.8964
H  -4.2463  2.7126  -5.1587
H  -4.4562  3.6603  -2.9145
H  -4.1007  1.9596  -2.7855
H  -3.9846  3.3526  -0.4081
H  -2.9014  4.3403  -1.1354
H  -2.4707  1.3825  -0.7216
H  -1.7462  2.7259  0.0563
H  0.2210  3.8505  -0.7589
H  0.6820  3.7335  -2.4616
H  -0.7844  4.6035  -1.8645
H  -0.4649  0.3449  -1.7199
H  0.9428  1.2562  -2.2422
H  0.5101  1.3478  -0.6157
H  -1.3135  4.6681  -4.6862
H  -2.4300  5.0363  -3.2571
H  -3.1179  4.9485  -4.7335
H  -0.1446  2.9172  -4.3880
O  0.9783  -0.5390  -2.1847
H  1.2756  -1.3363  -2.6230
H  0.2210  -0.2525  -2.6954
O  3.0553  0.8792  -1.7215
H  3.1879  1.6896  -1.2297
H  2.5616  0.3152  -1.1261
O  3.4076  0.1705  0.7086
H  2.5916  0.0127  0.2336
H  3.3387  -0.3756  1.4918
O  1.7141  -0.1977  -0.3288
H  1.2269  -0.5415  -1.0776
H  1.1229  0.4410  0.0695
C  3.4095  -3.5653  1.9069
C  4.1432  -2.4115  1.3060
C  3.8405  -2.0596  -0.1275
O  3.9980  -1.2305  2.1438
H  3.5881  -3.4727  2.9781
H  3.7659  -4.5385  1.5692
H  2.3307  -3.4831  1.7747
H  5.1881  -2.6589  1.4935
H  3.6966  -3.0039  -0.6527
H  4.6769  -1.4567  -0.4810
H  2.8955  -1.5234  -0.2137
H  4.6280  -1.4154  2.8442
C  -0.0764  3.0830  1.0450
C  1.4050  3.0113  1.0926
C  1.8911  3.4937  2.4979
O  1.8205  1.6787  0.6664
H  -0.4366  2.2701  1.6754
H  -0.4242  2.9621  0.0191
H  -0.5524  3.9977  1.3985
H  1.8241  3.7671  0.4283
H  2.9804  3.4571  2.4857
H  1.5930  2.7697  3.2563
H  1.5266  4.4964  2.7213
H  1.7859  1.2065  1.5015
C  0.8168  -2.6305  -1.0680
C  0.7243  -3.8936  -0.1039
C  -0.5894  -4.7499  -0.2135
O  1.8875  -4.6149  -0.3927
H  1.6826  -2.0076  -0.8435
H  0.0234  -1.9226  -0.8279
H  0.8058  -2.8539  -2.1348
H  0.7730  -3.5084  0.9146
H  -0.6554  -5.3278  -1.1354
H  -1.5318  -4.2032  -0.2448
H  -0.6669  -5.4113  0.6494
H  2.2699  -4.1059  -1.1112

Results of the Löwdin charge analysis, in e, for atoms 1 through 8: -0.0686 -0.4558 -0.1258 -0.1616 -0.0464 -0.4037 -0.1425 -0.0014

[2]
# C30H37BrN12W

A structure of composition C30H37BrN12W (ωB97M-V/def2-TZVPD, the Open Molecules 2025 dataset).

The calculation puts the electronic energy at -121423.5735 eV. The net charge is +4. As for the multiplicity: 3. The HOMO-LUMO gap (spin up / spin down) is 4.768 / 3.891 eV. The HOMO energy (spin up / spin down) comes out at -0.6117 / -0.6117 Eh.

Positions of all 81 atoms, in Å:
W  -1.6098  0.0870  0.6241
N  -3.6154  0.8367  1.4839
C  -3.5268  1.9839  2.4381
C  -2.4091  2.8644  1.9534
N  -1.1982  1.9973  1.7763
C  -0.5174  1.7586  3.0999
C  0.5068  0.6743  2.9339
N  -0.2023  -0.5037  2.3613
H  -4.1569  1.1576  0.6856
H  -4.1909  0.0985  1.8840
H  -3.3432  1.5964  3.4389
H  -4.4709  2.5268  2.4766
H  -2.1947  3.6752  2.6504
H  -2.6561  3.3085  0.9891
H  -0.5257  2.5300  1.2324
H  -1.2786  1.4649  3.8221
H  -0.0755  2.6908  3.4533
H  0.9765  0.4269  3.8855
H  1.2939  0.9682  2.2434
H  -0.6818  -0.9870  3.1174
H  0.4966  -1.1670  2.0287
N  -2.3763  -3.2858  -0.1683
C  -2.6787  -2.9300  1.1084
C  -3.2017  -3.9613  1.9214
C  -3.5549  -3.7199  3.2111
C  -3.3751  -2.4176  3.7220
C  -2.8592  -1.4742  2.8996
N  -2.4975  -1.6836  1.5763
C  -1.8716  -2.5905  -1.2449
C  -1.7875  -3.3116  -2.4422
C  -1.2611  -2.7230  -3.5577
C  -0.8086  -1.4008  -3.4593
C  -0.9217  -0.7612  -2.2654
N  -1.4612  -1.3202  -1.1280
H  -2.5845  -4.2527  -0.3765
H  -3.3184  -4.9491  1.4929
H  -3.9601  -4.5111  3.8295
H  -3.6348  -2.1649  4.7410
H  -2.7010  -0.4756  3.2801
H  -2.1384  -4.3358  -2.4685
H  -1.1879  -3.2732  -4.4877
H  -0.3602  -0.8917  -4.3010
H  -0.5515  0.2438  -2.1696
Br  -4.6913  -0.7436  -1.0872
C  -3.7677  0.7906  -1.6647
C  -4.3206  1.4840  -2.7271
C  -3.7015  2.6391  -3.1749
C  -2.5427  3.0673  -2.5380
C  -2.0574  2.3232  -1.4918
N  -2.6405  1.1883  -1.0311
H  -5.2289  1.1184  -3.1871
H  -4.1207  3.1972  -4.0036
H  -2.0254  3.9655  -2.8473
H  -1.1524  2.6249  -0.9925
C  1.3491  2.7039  -0.5269
C  1.4281  1.2137  -0.4677
N  0.5123  0.2838  -0.0908
C  1.1677  -0.9503  -0.2384
C  2.4203  -0.7482  -0.6908
N  2.5621  0.6074  -0.8251
C  3.7843  1.2679  -1.4547
N  4.7583  0.3020  -1.7206
N  4.5640  -0.4996  -2.8405
N  5.5525  -1.2798  -2.9554
C  6.4482  -1.0370  -1.9177
C  7.6784  -1.6427  -1.6503
C  8.3709  -1.1767  -0.5592
C  7.8604  -0.1383  0.2483
C  6.6464  0.4675  -0.0073
C  5.9570  -0.0163  -1.1175
H  0.4391  3.1110  -0.1056
H  1.4163  3.0598  -1.5578
H  2.1829  3.1517  0.0168
H  0.6864  -1.8960  -0.0603
H  3.2070  -1.4374  -0.9506
H  4.1557  2.0380  -0.7821
H  3.4399  1.7104  -2.3886
H  8.0626  -2.4314  -2.2820
H  9.3339  -1.6036  -0.3161
H  8.4504  0.2037  1.0881
H  6.2862  1.2830  0.6065

Results of the Löwdin charge analysis, in e, for atoms 1 through 8: 1.7578 -0.0758 -0.1501 -0.1411 -0.1450 -0.1341 -0.1575 -0.0469

[3]
# C6H16N

The molecule C6H16N (ωB97M-V/def2-TZVPD, the Open Molecules 2025 dataset).

The calculation puts the electronic energy at -7968.5634 eV. As for the multiplicity: 2. The HOMO-LUMO gap (spin up / spin down) is 4.549 / 12.022 eV. The HOMO energy (spin up / spin down) comes out at -0.1325 / -0.4137 Eh.

Positions of all 23 atoms, in Å:
C  -1.1884  1.3026  -0.7454
C  -0.5703  -0.0871  -0.9695
C  0.8346  -0.2493  -0.3665
C  0.9032  -0.3048  1.1575
C  0.8144  1.0318  1.8709
C  -0.0090  -1.3587  1.7823
N  -0.5901  -0.3803  -2.4296
H  -0.4774  2.1313  -0.7514
H  -1.8524  1.3716  0.1172
H  -1.8799  1.4553  -1.5821
H  -1.2180  -0.8112  -0.4912
H  1.2290  -1.1887  -0.7297
H  1.4698  0.5435  -0.7761
H  1.9373  -0.6296  1.3039
H  -0.0157  1.6300  1.4893
H  0.8342  1.0033  2.9609
H  1.6494  1.6998  1.6075
H  -0.0743  -2.2526  1.1640
H  -1.0105  -0.9350  1.9165
H  0.3579  -1.6007  2.7762
H  -1.5991  -0.3567  -2.7997
H  -0.2967  -1.3581  -2.6459
H  -0.0021  0.2850  -2.9795

Results of the Löwdin charge analysis, in e, for atoms 1 through 8: -0.0862 -0.4459 -0.1772 -0.4348 -0.0793 -0.0728 0.0465 0.0817

[4]
# C18H23INO3P

A structure of composition C18H23INO3P (ωB97M-V/def2-TZVPD, the Open Molecules 2025 dataset).

The calculation puts the electronic energy at -44057.9922 eV. As for the multiplicity: 1. The HOMO-LUMO gap is 7.612 eV. The HOMO energy comes out at -0.2639 Eh.

Positions of all 47 atoms, in Å:
C  -2.2697  -2.7602  2.5441
C  -2.0688  -2.1488  1.5385
C  -1.7217  -1.4110  0.3344
C  -0.7834  -0.2524  0.6506
C  -1.6423  1.0295  0.8156
C  -2.3003  1.2300  2.0165
C  -3.0592  2.3557  2.2485
C  -3.1352  3.2804  1.2182
C  -2.4793  2.9864  0.0424
N  -1.7437  1.8992  -0.1917
O  -0.0442  -0.2963  1.8960
C  0.8863  0.7217  1.7422
O  1.4602  1.1924  2.6653
O  1.0125  1.0768  0.4426
C  0.3731  -0.0209  -0.2844
C  -0.0473  0.2498  -1.7836
I  0.4373  -1.3782  -3.1801
C  0.5757  1.5299  -2.3232
C  -0.0807  1.9398  -3.6677
P  1.7360  -1.3334  -0.3678
C  1.4263  -2.7877  0.7237
C  0.4958  -3.8580  0.1013
C  3.3456  -0.6676  0.2460
C  3.8698  0.5103  -0.5792
H  -2.4299  -3.2955  3.4437
H  -1.2868  -2.1221  -0.3687
H  -2.6409  -1.0527  -0.1196
H  -2.2112  0.4825  2.7908
H  -3.5489  2.5203  3.1937
H  -3.6970  4.1907  1.3365
H  -2.5641  3.6982  -0.7720
H  -1.1271  0.3077  -1.7905
H  1.6166  1.3075  -2.5368
H  0.4729  2.3485  -1.6219
H  0.6612  1.9029  -4.4619
H  -0.8769  1.2656  -3.9604
H  -0.4325  2.9665  -3.6437
H  1.0909  -2.5464  1.7311
H  2.4016  -3.2568  0.8378
H  0.3581  -3.6952  -0.9637
H  -0.4406  -3.9027  0.6475
H  0.9672  -4.8323  0.1985
H  4.0688  -1.4781  0.2191
H  3.2979  -0.3403  1.2873
H  4.6396  1.0064  0.0076
H  3.1105  1.2540  -0.7928
H  4.3279  0.1841  -1.5099

Results of the Löwdin charge analysis, in e, for atoms 1 through 8: 0.1429 -0.1328 -0.0887 -0.3425 -0.1917 0.0047 -0.0364 -0.0566

Number 2 is which compound?
C30H37BrN12W

What did the fourth record say?
# C18H23INO3P

A structure of composition C18H23INO3P (ωB97M-V/def2-TZVPD, the Open Molecules 2025 dataset).

The calculation puts the electronic energy at -44057.9922 eV. As for the multiplicity: 1. The HOMO-LUMO gap is 7.612 eV. The HOMO energy comes out at -0.2639 Eh.

Positions of all 47 atoms, in Å:
C  -2.2697  -2.7602  2.5441
C  -2.0688  -2.1488  1.5385
C  -1.7217  -1.4110  0.3344
C  -0.7834  -0.2524  0.6506
C  -1.6423  1.0295  0.8156
C  -2.3003  1.2300  2.0165
C  -3.0592  2.3557  2.2485
C  -3.1352  3.2804  1.2182
C  -2.4793  2.9864  0.0424
N  -1.7437  1.8992  -0.1917
O  -0.0442  -0.2963  1.8960
C  0.8863  0.7217  1.7422
O  1.4602  1.1924  2.6653
O  1.0125  1.0768  0.4426
C  0.3731  -0.0209  -0.2844
C  -0.0473  0.2498  -1.7836
I  0.4373  -1.3782  -3.1801
C  0.5757  1.5299  -2.3232
C  -0.0807  1.9398  -3.6677
P  1.7360  -1.3334  -0.3678
C  1.4263  -2.7877  0.7237
C  0.4958  -3.8580  0.1013
C  3.3456  -0.6676  0.2460
C  3.8698  0.5103  -0.5792
H  -2.4299  -3.2955  3.4437
H  -1.2868  -2.1221  -0.3687
H  -2.6409  -1.0527  -0.1196
H  -2.2112  0.4825  2.7908
H  -3.5489  2.5203  3.1937
H  -3.6970  4.1907  1.3365
H  -2.5641  3.6982  -0.7720
H  -1.1271  0.3077  -1.7905
H  1.6166  1.3075  -2.5368
H  0.4729  2.3485  -1.6219
H  0.6612  1.9029  -4.4619
H  -0.8769  1.2656  -3.9604
H  -0.4325  2.9665  -3.6437
H  1.0909  -2.5464  1.7311
H  2.4016  -3.2568  0.8378
H  0.3581  -3.6952  -0.9637
H  -0.4406  -3.9027  0.6475
H  0.9672  -4.8323  0.1985
H  4.0688  -1.4781  0.2191
H  3.2979  -0.3403  1.2873
H  4.6396  1.0064  0.0076
H  3.1105  1.2540  -0.7928
H  4.3279  0.1841  -1.5099

Results of the Löwdin charge analysis, in e, for atoms 1 through 8: 0.1429 -0.1328 -0.0887 -0.3425 -0.1917 0.0047 -0.0364 -0.0566